Entry i
Molecular formula: C2H11N2O2
Method: DFT, ωB97M-V with the def2-TZVPD basis set

Each line ends with the Löwdin charge.
Geometry (Å):
C1 -0.757 -0.045 -0.424  -0.304
C2 0.202 0.576 0.350  -0.270
N1 0.965 -0.316 1.186  0.013
N2 -1.673 0.504 -1.294  0.004
H1 -0.758 -1.124 -0.374  0.043
H2 0.624 1.554 0.354  0.035
H3 0.385 -0.711 1.985  0.103
H4 1.257 -1.199 0.680  0.119
H5 1.703 0.213 1.625  0.132
H6 -2.531 0.021 -1.461  0.061
H7 -1.669 1.475 -1.562  0.069
H8 2.917 3.383 1.082  0.040
H9 1.585 3.966 0.641  0.041
O1 2.206 3.258 0.437  -0.069
H10 -1.034 -4.476 -1.221  0.032
H11 -2.126 -3.532 -0.751  0.037
O2 -1.296 -3.548 -1.253  -0.085

- Net charge: 0
- ⟨S²⟩: 0.75
- Spin multiplicity: 2



Entry ii
Molecular formula: C2H11N2O2
Method: DFT, ωB97M-V with the def2-TZVPD basis set

Each line ends with the Löwdin charge.
Geometry (Å):
C1 0.319 0.436 -1.093  -0.244
C2 1.373 1.257 -1.126  -0.274
N1 2.536 0.988 -2.005  -0.031
N2 -0.520 0.280 -0.007  0.051
H1 0.046 -0.145 -1.973  0.097
H2 1.592 1.799 -0.218  0.075
H3 2.439 1.244 -2.985  0.063
H4 3.321 1.681 -1.687  0.053
H5 2.828 -0.027 -1.924  0.042
H6 -0.723 1.025 0.628  0.084
H7 -0.961 -0.610 0.135  0.033
H8 0.054 -0.466 3.980  0.037
H9 -1.255 -1.127 3.532  0.025
O1 -0.824 -0.276 3.636  -0.058
H10 -3.096 -2.093 -0.671  0.050
H11 -2.759 -2.233 0.847  0.046
O2 -2.396 -2.026 -0.019  -0.047

- Net charge: 0
- ⟨S²⟩: 0.75
- Spin multiplicity: 2



Short version: entry i is the least stable of them.



Entry i
Molecular formula: C5H11O3
Method: DFT, ωB97M-V with the def2-TZVPD basis set

Each line ends with the Löwdin charge.
Geometry (Å):
C1 -0.095 -1.796 0.425  -0.488
C2 -0.745 -1.386 1.782  -0.102
C3 -1.132 -1.329 -0.693  -0.079
O1 1.194 -1.207 0.187  -0.184
H1 0.141 -2.930 0.177  0.151
H2 -0.083 -1.739 2.673  0.080
H3 -2.067 -1.773 -0.363  0.050
H4 -1.195 -0.217 -0.871  0.072
H5 -0.803 -1.697 -1.620  0.045
H6 1.154 -0.172 -0.249  0.134
H7 -1.801 -1.833 1.849  0.076
H8 -0.756 -0.274 1.918  0.077
C4 1.199 2.674 -0.382  -0.082
C5 0.240 1.834 -1.262  -0.811
O2 0.875 0.798 -1.682  -0.132
O3 -0.832 2.320 -1.475  -0.009
H9 2.244 3.064 -0.891  0.101
H10 1.766 2.077 0.353  0.034
H11 0.698 3.587 0.123  0.069

- Net charge: -1
- Spin multiplicity: 1



Entry ii
Molecular formula: C5H11O3
Method: DFT, ωB97M-V with the def2-TZVPD basis set

Each line ends with the Löwdin charge.
Geometry (Å):
C1 0.951 2.194 0.019  -0.229
C2 0.109 2.580 -1.157  -0.090
O1 2.330 2.777 -0.139  -0.145
H1 0.665 2.654 0.948  0.097
H2 1.244 1.152 0.076  0.105
H3 -0.470 1.811 -1.618  0.062
H4 2.357 3.269 -0.963  0.039
H5 0.632 3.023 -2.013  0.070
H6 -0.640 3.359 -0.972  0.073
C3 -0.974 -1.732 0.712  -0.189
C4 -0.173 -2.826 1.467  -0.145
C5 -1.156 -2.114 -0.791  -0.760
O2 -0.907 -3.294 -1.116  -0.091
O3 -1.479 -1.168 -1.550  -0.115
H7 -1.930 -1.756 1.232  0.086
H8 -0.564 -0.736 0.861  0.072
H9 -0.641 -3.752 1.153  0.054
H10 -0.258 -2.684 2.556  0.047
H11 0.902 -2.757 1.291  0.057

- Net charge: -1
- Spin multiplicity: 1



Short version: entry i is the least stable of them.